#w
Computed, not measured: a 2-piece molecular cluster, C4H12NO overall, with ωB97M-V/def2-TZVPD.

Positions of all 18 atoms, in Å:
H 0.5147 -2.2312 0.4802
H 1.2894 -1.0330 -0.2680
H -3.0691 0.8795 0.7601
H -1.4477 -0.8824 0.4835
H 3.2923 -2.6422 -0.9230
C -0.3387 0.8311 -0.4307
H -2.6576 2.4518 1.5875
N 0.3719 -1.5109 -0.2244
C -1.1901 2.0032 0.1155
H -0.5824 2.6838 0.7256
O 3.1308 -1.7631 -0.5763
C -0.6062 -0.3725 0.0489
H -1.8436 0.8778 1.8667
H 0.3285 -1.9356 -1.1549
H -1.5766 2.6073 -0.7058
C -2.2452 1.5532 1.1086
H 3.9830 -1.4871 -0.2337
H 0.4767 0.9453 -1.1317

Summary:
Orbital gap: 11.2 eV
Net charge: +1
Lowest unoccupied orbital energy: -0.1225 Eh
HOMO: -0.5357 Eh



#x
Computed, not measured: a 2-piece molecular cluster, C4H12NO overall, with ωB97M-V/def2-TZVPD.

Positions of all 18 atoms, in Å:
H -0.4675 2.1803 -2.3092
H 1.2311 1.8149 -2.6144
C -1.0939 -1.1371 0.8821
H 0.3876 1.7543 0.3208
C 0.3384 -1.9683 1.1324
H 1.1489 -1.2672 1.3042
H -1.1903 -0.4951 1.7867
H 0.1459 0.6762 -1.7246
H 0.2739 -3.6550 2.1759
C 0.4275 1.7175 -1.8915
O 0.0487 -2.7137 2.2168
H 0.2714 3.3561 -0.4266
H -1.6061 -0.5448 -0.8806
C 0.6970 2.3581 -0.5303
H 0.4800 -2.4588 0.1707
N -0.9460 -0.3320 -0.1145
H 1.7602 2.5742 -0.3884
H -1.9064 -1.8595 0.8904

Summary:
Orbital gap: 6.1 eV
Net charge: +1
Lowest unoccupied orbital energy: -0.3150 Eh
HOMO: -0.5398 Eh



Energies relative to the most stable structure are #w 0.0; #x 107.5, reported in kcal/mol.



#w
Computed, not measured: a 2-piece molecular cluster, C4H12NO overall, with ωB97M-V/def2-TZVPD.

Positions of all 18 atoms, in Å:
H 2.1415 0.8643 -0.2118
C 2.0301 -0.6907 1.3923
H 0.0466 -1.2664 -0.5991
C -1.1408 1.5595 -1.4749
H -0.2117 0.1435 0.7659
H 1.1529 -0.2996 1.9550
H -2.9828 -1.0974 0.6558
C 1.9169 -0.1869 -0.1211
H 2.2520 -1.8203 1.4502
C 0.2303 -0.1979 -0.2137
H -4.0174 -0.1635 1.2331
O -3.1873 -0.1500 0.8901
N -0.1324 0.6978 -1.4464
H 2.1930 -0.9194 -0.8619
H 2.7931 -0.2284 1.9507
H -1.3767 1.8011 -2.4724
H -1.7260 1.7904 -0.6106
H 0.0187 0.1639 -2.2811

Summary:
Orbital gap: 9.8 eV
Net charge: +1
Lowest unoccupied orbital energy: -0.1978 Eh
HOMO: -0.5565 Eh



#x
Computed, not measured: a 2-piece molecular cluster, C4H12NO overall, with ωB97M-V/def2-TZVPD.

Positions of all 18 atoms, in Å:
H -0.6666 0.1174 3.4785
H -1.2136 -1.1881 2.3792
H 1.2370 0.4253 1.9764
H 1.4269 0.0528 -2.7125
H -0.7896 2.2270 -0.9515
H -0.1883 0.6060 1.1046
C -0.1198 0.2707 -1.2697
H -2.0653 0.8940 -0.7444
H 0.5900 -0.7941 0.9801
O -0.4371 -1.0593 -1.1719
H 0.2898 -1.3959 3.2838
C -1.0404 1.1765 -0.9466
C -0.3569 -0.6704 2.8012
H 0.2780 -1.6070 -1.5295
C 1.2666 0.5530 -1.7581
H 1.4442 1.6141 -1.9203
H 1.9963 0.2455 -1.0015
N 0.3975 -0.0493 1.6531

Summary:
Orbital gap: 9.7 eV
Net charge: +1
Lowest unoccupied orbital energy: -0.1303 Eh
HOMO: -0.4854 Eh



#y
Computed, not measured: a 2-piece molecular cluster, C4H12NO overall, with ωB97M-V/def2-TZVPD.

Positions of all 18 atoms, in Å:
C -0.9557 1.0327 -0.5119
H 2.2065 -0.9585 -2.0331
H -0.5861 0.3278 -2.5021
H -2.0596 -0.5090 -1.8034
H -0.7086 -0.9546 0.5293
H 1.0175 -1.5991 -2.4940
C -1.4820 0.4616 -1.8767
H 0.8539 -1.3411 2.4506
N 0.1752 0.4821 1.7539
H 0.7941 -0.2502 -0.0889
C -0.1603 -0.0251 0.3584
H 0.0738 1.4825 2.1250
H -1.9527 1.4042 -0.1057
H 1.1109 0.1407 3.6635
H -0.2983 1.9147 -0.6290
O 1.4516 -1.4302 -1.6519
H -2.1569 1.2080 -2.3118
C 0.7424 -0.2690 2.7198

Summary:
Orbital gap: 9.7 eV
Net charge: +1
Lowest unoccupied orbital energy: -0.1928 Eh
HOMO: -0.5507 Eh



Energies relative to the most stable structure are #w 45.4; #x 0.0; #y 20.9, reported in kcal/mol.



#w
Computed, not measured: a 2-piece molecular cluster, C4H12NO overall, with ωB97M-V/def2-TZVPD.

Positions of all 18 atoms, in Å:
C 1.1481 -0.5689 0.1122
H -1.8739 -2.6956 1.9267
H 0.1992 1.2905 -2.2931
O -2.4533 -2.0403 1.3136
H -0.8965 -0.8670 1.0844
H -1.3608 1.5918 -0.1515
N 0.4495 1.3275 -1.2638
H 2.1557 -0.7952 0.8548
H 2.4322 1.2865 -0.1959
H 2.3887 0.2817 -1.5690
H 0.7277 -1.5730 -0.2815
C -0.7226 0.7772 -0.4183
H -1.1547 0.1392 -1.0293
C -0.1372 -0.0149 0.7772
H -3.2711 -1.6608 1.3334
C 1.6899 0.5528 -0.7713
H 0.1765 0.6572 1.5389
H 0.5025 2.3112 -0.9675

Summary:
Orbital gap: 11.3 eV
Net charge: +1
Lowest unoccupied orbital energy: -0.1235 Eh
HOMO: -0.5393 Eh



#x
Computed, not measured: a 2-piece molecular cluster, C4H12NO overall, with ωB97M-V/def2-TZVPD.

Positions of all 18 atoms, in Å:
C -0.3616 -0.3089 0.9292
H -0.8967 -1.1237 0.4392
H -0.7904 1.7369 1.1375
H 2.0875 -2.2066 0.4170
C -1.0505 0.9657 0.4088
H -0.2945 -0.5081 1.9976
C -2.5092 0.7704 0.1097
H 1.6231 0.3589 -2.9286
H -2.8434 0.0219 -0.6176
N 1.0414 -0.4534 0.3229
H -2.7986 1.7146 -0.3660
C 1.7393 -1.3436 0.9906
H 3.0554 0.0569 -2.2374
H -0.5878 1.3080 -0.5195
H 2.3851 -1.1346 1.8482
H -3.2630 0.6106 0.8755
H 1.3598 -0.5577 -0.6634
O 2.1038 0.0929 -2.1438

Summary:
Orbital gap: 9.0 eV
Net charge: +1
Lowest unoccupied orbital energy: -0.2254 Eh
HOMO: -0.5574 Eh



Energies relative to the most stable structure are #w 0.0; #x 15.8, reported in kcal/mol.



#w
Computed, not measured: an isolated ion of composition C3H5O2S and charge -1, with ωB97M-V/def2-TZVPD.

Positions of all 11 atoms, in Å:
H -1.3919 0.4616 -0.4794
O 1.7414 1.9502 -0.5167
H 0.7176 0.0675 -1.6120
O 1.5527 0.8078 1.5051
S -1.7171 -1.6157 -0.2947
H 1.1257 -1.0775 -0.3047
C 0.6696 -0.1542 -0.5270
H -0.9081 0.2059 1.1206
C -0.7671 -0.1687 0.0773
H -2.4579 -1.5195 0.8217
C 1.4352 1.0425 0.2098

Summary:
Orbital gap: 7.1 eV
Net charge: -1
SMILES: O=C([O-])CCS
Lowest unoccupied orbital energy: 0.1178 Eh
HOMO: -0.1442 Eh



#x
Computed, not measured: a 3-piece molecular cluster, C3H5O2S overall, with ωB97M-V/def2-TZVPD.

Positions of all 11 atoms, in Å:
H 1.3033 0.0290 3.1146
H -0.9750 -0.5504 -3.5995
O -0.2879 -1.8581 0.5783
C 1.7308 0.5992 2.3752
H -1.6820 -0.2807 0.2765
H -0.3489 -0.3237 -0.8487
S -2.6685 -0.6888 -2.1439
C 2.4743 1.4688 1.9487
O -1.5626 0.1159 -3.2038
C -0.7928 -0.8347 0.0112
H 2.8094 2.3234 1.4913

Summary:
Orbital gap: 5.9 eV
Net charge: -1
Lowest unoccupied orbital energy: 0.1259 Eh
HOMO: -0.0905 Eh



Energies relative to the most stable structure are #w 0.0; #x 99.0, reported in kcal/mol.



#w
Computed, not measured: a 2-piece molecular cluster, C3H5O2S overall, with ωB97M-V/def2-TZVPD.

Positions of all 11 atoms, in Å:
H -1.3269 -0.7377 0.0538
S 1.2434 -0.5259 2.5007
H 0.2432 -0.4686 0.0595
C -0.2698 1.5549 -2.1251
H 0.8053 1.4911 -2.0401
C -0.6407 -0.5040 -0.6273
H -2.1420 1.0282 -1.2882
C -1.0275 0.7488 -1.4307
O 2.1507 -1.7070 2.5639
O 1.3224 0.4201 3.6351
H -0.3581 -1.2998 -1.3017

Summary:
Orbital gap (alpha / beta): 8.4 / 3.4 eV
Net charge: -1
Lowest unoccupied orbital energy (alpha / beta): 0.1412 / 0.0745 Eh
HOMO (alpha / beta): -0.1684 / -0.0513 Eh



#x
Computed, not measured: an isolated ion of composition C3H5O2S and charge -1, with ωB97M-V/def2-TZVPD.

Positions of all 11 atoms, in Å:
H -0.0439 1.2493 -0.6331
H -2.1838 1.2239 0.2563
C 1.6767 -0.0460 -0.3639
C 0.2616 0.4484 0.0291
C -0.7502 -0.6671 0.0927
O 2.4534 0.8448 -0.7487
H 0.3395 0.8936 1.0195
H -0.4587 -1.3502 0.9033
O 1.9123 -1.2521 -0.1276
S -2.4621 -0.0777 0.3775
H -0.7446 -1.2668 -0.8049

Summary:
Orbital gap: 7.4 eV
Net charge: -1
SMILES: O=C([O-])CCS
Lowest unoccupied orbital energy: 0.1170 Eh
HOMO: -0.1534 Eh



Energies relative to the most stable structure are #w 108.3; #x 0.0, reported in kcal/mol.



#w
Computed, not measured: C2H10N3 as an isolated structure, with ωB97M-V/def2-TZVPD.

Positions of all 15 atoms, in Å:
H -2.8465 1.8376 0.0375
H -0.5470 1.2872 0.3364
C -1.9968 0.0434 -0.2048
H 1.5702 -1.4558 1.1479
H 1.5012 -1.7976 -0.4231
H 2.2916 0.8659 0.6010
H 2.4094 0.2913 -1.0708
H 3.4691 -0.4053 0.1884
C 2.4777 -0.0187 -0.0292
H -2.1809 -0.9929 -0.4550
N -3.0291 0.8818 -0.1933
N -0.7667 0.3463 0.0344
H 0.2097 -0.4626 0.1228
H -3.9807 0.6133 -0.3341
N 1.4189 -1.0336 0.2419

Summary:
Orbital gap: 12.0 eV
Net charge: +1
Lowest unoccupied orbital energy: -0.0996 Eh
HOMO: -0.5391 Eh



#x
Computed, not measured: a 2-piece molecular cluster, C2H10N3 overall, with ωB97M-V/def2-TZVPD.

Positions of all 15 atoms, in Å:
H -1.3199 -2.3641 -0.3291
H 2.5771 -0.0586 1.4827
N -0.7214 0.7808 -1.1746
H -2.7572 -2.6015 -1.0565
H 2.6683 1.2804 0.5442
H -0.8312 1.1331 -2.1077
C 0.7521 0.5269 0.6759
H -1.2641 -0.0459 -0.9304
H 2.0861 1.3973 2.0797
N -2.1974 -1.9087 -0.5765
H -2.6763 -1.7321 0.3044
H 1.0389 1.8276 -0.9531
C 0.4015 1.0721 -0.5036
H 0.1538 -0.1104 1.3051
N 2.0898 0.8031 1.2397

Summary:
Orbital gap: 9.3 eV
Net charge: +1
Lowest unoccupied orbital energy: -0.1286 Eh
HOMO: -0.4704 Eh



#y
Computed, not measured: a 2-piece molecular cluster, C2H10N3 overall, with ωB97M-V/def2-TZVPD.

Positions of all 15 atoms, in Å:
N -1.9350 -1.5515 0.2125
H -2.1646 -0.4829 -1.5234
H -1.4620 -1.5205 1.0964
C 1.9268 1.7629 0.1875
C -1.4467 -0.7873 -0.7626
H -2.9420 -1.4973 0.3026
N -0.2022 -0.4150 -0.8869
H 0.0674 -0.1746 -1.8303
H 2.2252 2.5804 0.8259
H 1.2520 2.1141 -0.5832
H 1.9243 -0.0360 1.2966
H 0.3905 0.0665 -0.0676
H 0.8044 1.1434 1.7962
N 1.3024 0.7138 1.0334
H 2.8264 1.4120 -0.2945

Summary:
Orbital gap: 10.7 eV
Net charge: +1
Lowest unoccupied orbital energy: -0.1336 Eh
HOMO: -0.5273 Eh



Energies relative to the most stable structure are #w 0.0; #x 21.3; #y 12.2, reported in kcal/mol.